No. 1
Molecular formula: C35H46AuBFN9O3
Method: DFT, ωB97M-V with the def2-TZVPD basis set

- frontier orbital gap (eV) = 7.11
- relative energy (zero: lowest compared OMol25 entry of this formula, charge and spin) (kJ/mol) = 72.3
- total charge = +2
- LUMO level (Eh) = -0.206
- DFT total energy (eV) = -63668.48974

Structure (XYZ):
```
96
Properties=species:S:1:pos:R:3:forces:R:3
Au -1.39959 -1.94436 0.93095 0.01 1.08 1.17
C 1.21533 1.02952 2.98623 -0.05 -0.01 -0.02
C 0.03970 0.27720 3.62133 -0.01 0.00 -0.13
C -1.29521 0.71156 3.01795 0.00 -0.03 0.04
C 0.28127 -1.20745 3.59270 0.05 0.13 0.02
C 1.08508 -1.92470 4.48339 -0.05 0.03 0.04
C 0.96395 -3.24971 4.11315 0.04 0.07 -0.01
N 0.15640 -3.32162 3.05136 0.23 0.04 0.23
N -0.25775 -2.07490 2.73032 -0.16 -0.62 -0.57
B -0.37041 -4.57439 2.31354 0.06 0.01 -0.30
N -1.91403 -4.41917 2.27269 -0.27 0.16 -0.04
C -2.85032 -5.22374 2.77161 -0.07 -0.15 0.04
C -4.09863 -4.68223 2.52915 -0.13 -0.06 0.04
C -3.88473 -3.48256 1.85596 0.31 -0.12 0.10
N -2.54631 -3.35216 1.71650 -0.35 0.06 -0.13
C -4.89355 -2.47100 1.39785 0.00 0.02 0.20
C -4.85153 -1.22899 2.29857 -0.01 -0.06 -0.02
C -6.29532 -3.07197 1.35847 0.02 -0.05 0.10
N 0.16336 -4.64348 0.88030 0.10 -0.01 0.11
C 0.98098 -5.56786 0.34872 -0.05 -0.11 -0.01
C 1.14666 -5.27667 -0.98166 0.15 0.07 -0.10
C 0.37748 -4.12195 -1.21152 -0.03 -0.12 0.15
N -0.20170 -3.74456 -0.06641 0.19 -0.27 -0.53
C 0.14757 -3.51955 -2.57593 -0.13 -0.10 0.12
C -0.70260 -4.48541 -3.41509 0.00 0.04 0.01
C -0.48574 -2.13660 -2.57693 0.06 0.02 0.04
H 1.09009 2.10540 3.12525 0.00 -0.01 -0.02
H 2.16367 0.73517 3.43738 -0.01 0.01 -0.01
H 1.26399 0.81742 1.91504 0.02 0.02 0.15
H 0.01400 0.53892 4.68107 0.03 -0.02 0.04
H -1.28601 0.64431 1.92766 -0.07 0.07 0.25
H -2.12244 0.10642 3.39416 0.05 0.05 0.00
H -1.49406 1.75058 3.28274 0.00 0.00 -0.01
H 1.64643 -1.51919 5.30990 -0.06 -0.04 -0.03
H 1.39123 -4.14171 4.54402 -0.05 0.03 -0.05
H -0.05749 -5.56539 2.90576 -0.09 0.10 0.06
H -2.57001 -6.13836 3.27109 0.01 0.06 -0.06
H -5.05251 -5.09914 2.80368 0.06 0.01 -0.02
H -4.61209 -2.15200 0.40341 -0.03 -0.04 -0.20
H -5.19131 -1.47164 3.30778 0.01 0.01 -0.01
H -3.84233 -0.81829 2.36438 -0.04 0.00 -0.01
H -5.49985 -0.45606 1.88522 0.01 -0.01 0.03
H -6.64449 -3.31532 2.36567 -0.01 0.00 -0.06
H -6.99302 -2.35141 0.93220 0.03 -0.01 0.01
H -6.32828 -3.97997 0.75423 -0.01 0.05 0.00
H 1.36397 -6.38307 0.94362 -0.02 0.09 0.00
H 1.74524 -5.81179 -1.70186 -0.08 -0.01 0.04
H 1.13037 -3.44581 -3.04690 0.06 -0.01 -0.02
H -1.73557 -4.48473 -3.05730 0.04 -0.03 0.00
H -0.70306 -4.17844 -4.46249 -0.03 0.01 0.04
H -0.32435 -5.50501 -3.35817 0.00 0.01 -0.02
H -1.44522 -2.13318 -2.05453 0.01 -0.01 -0.03
H 0.17511 -1.40672 -2.10923 0.01 0.04 0.02
H -0.66719 -1.82169 -3.60583 -0.01 0.01 0.02
F 4.35456 1.10055 -0.83236 -0.05 -0.11 0.03
C 3.11608 1.60134 -0.99378 -0.06 -0.15 0.02
C 2.06141 0.84660 -0.58117 -0.01 -0.07 0.00
C 0.74731 1.29900 -0.76687 0.02 -0.06 0.05
C -0.38074 0.49010 -0.35201 0.34 -0.10 -0.07
O -0.10673 -0.58602 0.28859 0.36 0.24 -0.30
C -1.65252 0.96391 -0.67672 -0.09 -0.14 0.03
C -1.77102 2.20069 -1.25881 -0.02 0.20 -0.09
N -0.74624 2.99843 -1.56903 -0.01 0.05 0.06
C -0.99829 4.32552 -2.11833 0.03 -0.13 -0.03
C -0.66733 5.51605 -1.26602 0.07 0.08 0.04
C -2.09529 5.14546 -1.51999 -0.11 0.01 0.01
C 0.55180 2.54440 -1.37373 0.01 -0.04 0.00
C 1.65346 3.30897 -1.77171 -0.03 0.16 -0.09
C 2.95310 2.86087 -1.60557 0.06 0.16 -0.03
N 4.04043 3.65946 -2.00273 -0.04 0.03 0.00
C 3.97038 4.44141 -3.23160 0.12 -0.15 0.08
C 4.51860 5.84268 -2.95904 -0.04 -0.05 -0.05
N 5.58142 5.73184 -1.89074 -0.01 -0.09 -0.09
C 6.34982 4.45011 -2.04302 -0.05 -0.09 0.08
C 5.42044 3.28673 -1.67542 -0.04 0.12 -0.03
C -2.93917 0.21580 -0.45469 0.11 0.05 0.04
O -3.98406 0.80559 -0.60831 -0.07 -0.11 -0.03
O -2.86071 -1.05507 -0.18387 -0.27 -0.44 -0.29
H 2.23994 -0.12240 -0.13210 0.01 0.03 -0.02
H -2.76534 2.56369 -1.48184 -0.01 0.04 0.03
H -0.83688 4.37962 -3.18700 0.00 0.00 -0.02
H -0.26897 6.39754 -1.75135 -0.01 -0.05 -0.02
H -0.26729 5.32052 -0.27918 -0.05 -0.02 -0.01
H -2.67655 5.75688 -2.19473 0.02 -0.03 -0.02
H -2.66229 4.72619 -0.70001 0.04 0.01 0.01
H 1.47097 4.27917 -2.20897 0.01 0.00 0.04
H 2.95529 4.52329 -3.59752 -0.09 -0.02 -0.01
H 4.54972 3.95435 -4.02253 -0.01 -0.01 -0.03
H 3.75443 6.52118 -2.58937 0.00 0.03 0.07
H 4.97338 6.26955 -3.84982 0.07 0.05 0.03
H 5.12535 5.71904 -0.97795 -0.03 0.04 0.04
H 6.19831 6.54303 -1.91370 0.04 0.02 -0.01
H 7.21485 4.46905 -1.38632 0.03 0.08 0.02
H 6.69852 4.40700 -3.07091 -0.01 0.05 -0.06
H 5.49011 3.09024 -0.60807 0.02 0.00 0.00
H 5.76462 2.39505 -2.20284 0.04 0.01 -0.03
```
Positions in Å, forces in eV/Å.

These are the Löwdin partial charges, in e, on atoms 1 to 4: Au 1.421; C -0.040; C -0.338; C -0.055

=====

No. 2
Molecular formula: C7H13O3S
Method: DFT, ωB97M-V with the def2-TZVPD basis set

- frontier orbital gap (eV) = 7.30
- relative energy (zero: lowest compared OMol25 entry of this formula, charge and spin) (kJ/mol) = 82.8
- total charge = -1
- LUMO level (Eh) = 0.128
- DFT total energy (eV) = -24446.26581

Structure (XYZ):
```
24
Properties=species:S:1:pos:R:3:forces:R:3
C 0.53170 -0.22401 -1.25211 0.28 -0.80 1.04
C 2.60318 0.99869 2.16748 -1.06 -2.66 1.07
C -1.13918 -2.16284 -1.65015 0.58 0.86 1.27
C -1.85150 0.22714 -1.00796 -1.75 0.74 -1.17
C -0.68728 -1.18656 0.67500 -1.69 2.91 2.78
C 2.34351 2.09549 1.49278 0.14 1.13 -0.54
C -0.80082 -0.85223 -0.78273 1.15 -0.68 -2.02
O 0.69798 2.56975 -0.40079 0.03 0.82 0.34
O 1.25908 -0.70500 -2.10144 -0.51 0.43 0.24
O -0.27645 2.00394 1.77605 -0.56 -0.03 0.49
S 0.65601 2.90840 1.06755 1.00 -1.10 -0.06
H 3.44148 0.26478 2.18912 0.31 1.52 -0.39
H 0.77705 0.67227 -0.61960 0.13 -0.40 -0.88
H 1.81634 0.42649 2.72708 -0.04 1.09 -0.59
H -2.24338 -2.31250 -1.53912 1.00 -0.32 -0.37
H -0.51524 -3.03929 -1.32039 -0.89 0.72 0.05
H -0.78705 -1.98224 -2.66879 -0.58 0.10 -0.06
H -2.64168 -0.01130 -0.30293 -0.03 0.94 0.91
H -1.57141 1.33194 -1.12924 0.01 -1.72 1.06
H -2.49440 0.05872 -1.89782 0.94 -0.28 -0.37
H 0.00456 -1.84074 1.06525 2.13 -1.80 -0.14
H -0.62794 -0.33536 1.47409 0.40 -0.43 -2.16
H -1.60772 -1.55685 1.08109 -1.13 -0.76 -0.39
H 3.11316 2.65130 0.95758 0.12 -0.29 -0.12
```
Positions in Å, forces in eV/Å.

These are the Löwdin partial charges, in e, on atoms 1 to 4: C -0.206; C -0.114; C -0.045; C -0.066

=====

No. 3
Molecular formula: C2H3ClO3S
Method: DFT, ωB97M-V with the def2-TZVPD basis set

- frontier orbital gap (eV) = 10.14
- relative energy (zero: lowest compared OMol25 entry of this formula, charge and spin) (kJ/mol) = 38.4
- total charge = 0
- LUMO level (Eh) = 0.005
- DFT total energy (eV) = -31621.06115

Structure (XYZ):
```
10
Properties=species:S:1:pos:R:3:forces:R:3
C -1.10842 1.99853 -0.14277 -0.29 0.73 -0.01
C 0.23933 0.16940 -0.10452 -0.24 -3.43 4.40
O -1.70007 1.62812 -1.10273 -0.12 0.16 0.18
O -1.71600 4.46378 -0.35078 -0.41 1.86 -1.40
O -0.06987 1.45901 0.43591 1.04 -1.00 0.47
S -1.40771 3.63105 0.75986 0.84 -1.32 0.25
Cl -3.13931 2.94402 1.54026 -0.89 -0.34 0.62
H 0.58042 0.21627 -1.04332 0.52 0.53 -3.89
H -0.70074 -0.50970 0.01425 1.85 1.15 -0.41
H 1.17781 -0.36899 0.40401 -2.29 1.65 -0.20
```
Positions in Å, forces in eV/Å.

These are the Löwdin partial charges, in e, on atoms 1 to 4: C -0.736; C -0.042; O 0.115; O -0.502

=====

No. 4
Molecular formula: C10H17N5
Method: DFT, ωB97M-V with the def2-TZVPD basis set

- frontier orbital gap (eV) = 6.76
- relative energy (zero: lowest compared OMol25 entry of this formula, charge and spin) (kJ/mol) = 634.9
- total charge = +2
- LUMO level (Eh) = -0.362
- DFT total energy (eV) = -18073.47027

Structure (XYZ):
```
32
Properties=species:S:1:pos:R:3:forces:R:3
C -1.19489 2.02146 -0.99050 -2.48 1.11 -0.21
C -2.45299 2.07190 -0.46060 1.19 -1.86 0.48
C -0.18703 1.04949 -0.60986 2.01 0.12 0.66
C -1.92600 0.04863 0.99094 2.45 0.55 0.57
C 1.60730 0.01468 0.18918 -1.38 -0.16 -0.53
C -2.95345 1.03731 0.56104 -1.71 -2.24 -0.31
C 4.82821 0.23198 -0.36147 -1.23 2.22 -1.78
C -2.15394 -2.30922 -0.69337 -2.03 -0.05 -0.17
C 3.81654 0.55816 0.69884 -1.03 1.47 1.71
C -1.31885 -1.20963 -1.32684 -1.16 -1.38 -2.39
N 1.03744 1.20842 -0.26869 -1.04 1.18 -0.65
N 2.71152 -0.38032 0.55916 0.63 -0.21 0.78
N 0.51522 -0.89761 0.12603 0.14 -1.90 1.03
N -1.40829 -0.19724 2.15629 1.15 -0.63 -1.84
N -0.58394 -0.38284 -0.37750 -1.71 0.68 1.97
H -0.97582 2.76967 -1.75858 0.37 -0.34 0.28
H -3.33098 2.64243 -0.75060 0.79 0.73 -0.38
H -3.36327 1.37252 1.55525 -0.16 0.39 -1.29
H -3.83338 0.42808 -0.06909 2.04 1.38 1.93
H 4.39144 0.69364 -1.32867 1.33 -1.05 1.15
H 5.82655 0.56719 -0.12275 0.06 0.55 -0.10
H 4.87693 -0.81737 -0.38320 0.06 -1.46 -0.54
H -2.89999 -1.85561 0.04375 0.64 -0.56 -0.95
H -2.76098 -2.70706 -1.59933 0.88 0.27 1.82
H -1.67867 -3.13884 -0.14593 0.22 0.34 -0.55
H 3.25782 1.57930 0.74565 2.01 -1.16 -0.34
H 4.32570 0.36558 1.67558 -0.84 0.11 -0.47
H -2.09705 -0.57868 -1.90386 1.83 -0.58 0.76
H -0.57320 -1.77002 -2.01083 -0.95 1.60 0.80
H 0.53326 -1.83261 0.53586 0.08 0.11 -0.63
H -1.52649 0.15911 3.10006 -1.33 0.58 0.01
H -0.50870 -0.74248 2.22404 -0.83 0.19 -0.79
```
Positions in Å, forces in eV/Å.

These are the Löwdin partial charges, in e, on atoms 1 to 4: C 0.024; C 0.001; C -0.174; C -0.021

=====

No. 5
Molecular formula: C4H6N2O
Method: DFT, ωB97M-V with the def2-TZVPD basis set

- SMILES = COc1cc[nH]n1
- frontier orbital gap (eV) = 9.95
- relative energy (zero: lowest compared OMol25 entry of this formula, charge and spin) (kJ/mol) = 148.2
- total charge = 0
- LUMO level (Eh) = 0.039
- DFT total energy (eV) = -9271.96626

Structure (XYZ):
```
13
Properties=species:S:1:pos:R:3:forces:R:3
C -2.29410 0.37308 -0.01376 -0.25 0.20 -0.10
O -1.33995 -0.45304 0.63073 0.13 -0.14 0.05
C -0.04817 -0.20107 0.33687 0.11 0.04 -0.08
C 0.91374 -1.21058 0.11217 0.04 0.02 0.00
C 2.06654 -0.51219 -0.15683 -0.06 0.07 0.02
N 1.74924 0.80017 -0.07755 0.15 -0.01 -0.08
N 0.45290 1.01644 0.22242 -0.15 -0.26 0.00
H -3.25201 -0.14136 0.08283 0.11 0.10 -0.01
H -2.36223 1.36008 0.45158 0.08 -0.08 -0.02
H -2.04386 0.49340 -1.07352 -0.04 0.00 0.12
H 0.74548 -2.27661 0.13029 0.10 0.15 0.00
H 3.06303 -0.84209 -0.41830 -0.15 0.07 0.10
H 2.34937 1.59376 -0.22695 -0.08 -0.14 0.01
```
Positions in Å, forces in eV/Å.

These are the Löwdin partial charges, in e, on atoms 1 to 4: C -0.085; O -0.081; C -0.415; C -0.004

=====

No. 6
Molecular formula: C11H18EuF9I2O2P2
Method: DFT, ωB97M-V with the def2-TZVPD basis set

- frontier orbital gap (spin up / spin down) (eV) = 5.63 / 5.50
- relative energy (zero: lowest compared OMol25 entry of this formula, charge and spin) (kJ/mol) = 471.8
- total charge = +2
- <S²> = 12.034
- LUMO level (spin up / spin down) (Eh) = -0.288 / -0.346
- multiplicity = 7
- DFT total energy (eV) = -94339.56322

Structure (XYZ):
```
45
Properties=species:S:1:pos:R:3:forces:R:3
I -2.46306 5.10125 -2.64391 0.86 1.36 0.58
I -3.75605 2.79251 -3.49064 -0.66 -1.53 -0.40
Eu -0.26622 1.09096 -0.47425 2.82 -0.01 1.71
P 0.96978 0.27403 -2.59042 -1.14 -0.65 1.12
C 0.41756 -1.16355 -3.40468 0.35 -0.65 -1.25
C 0.83642 1.71991 -3.61016 0.23 -0.02 -0.57
H 1.52761 1.49243 -4.42257 -0.08 0.76 -0.44
H 3.20432 -0.01007 -2.94904 0.63 0.06 0.16
H 1.14077 2.62073 -3.06687 0.16 -0.03 -0.23
H 2.98436 0.96908 -1.45691 0.08 -0.04 -0.22
H -0.61664 -1.04863 -3.73651 0.16 0.00 -0.13
H -0.19077 1.84369 -3.96598 0.18 -0.02 -0.17
C 2.64194 0.09453 -2.02112 0.52 -0.08 -0.24
H 1.09976 -1.22830 -4.25383 -0.32 -0.77 -0.40
H 2.76779 -0.79417 -1.39752 -0.11 0.26 -0.27
H 0.49534 -2.04534 -2.76462 0.14 0.12 -0.07
P -1.68814 1.46314 1.65003 0.30 -1.31 -1.12
C -2.98057 0.35631 2.02187 -1.06 -0.02 1.00
C -0.46600 1.48846 2.93762 0.01 0.16 0.56
H -1.45814 3.78171 1.07033 -0.11 0.10 0.25
H -2.70212 3.38175 2.31727 -0.23 0.84 -0.20
H -3.02640 3.11105 0.55615 -0.09 0.08 0.23
C -2.27551 3.10955 1.35127 -0.41 0.29 0.41
H 0.38315 2.13557 2.69126 -0.16 0.06 0.16
H -1.01899 1.88557 3.78907 0.45 0.14 0.46
H -3.40029 0.78397 2.93367 -0.67 -0.62 0.17
H -2.60897 -0.65681 2.19218 0.03 0.17 0.10
H -0.08863 0.48761 3.16213 -0.22 0.30 -0.10
H -3.71941 0.33841 1.21774 -0.04 0.08 0.18
C -1.65903 -0.83404 -0.80811 -2.83 -3.46 -0.81
O -2.28834 -1.78099 -0.93753 1.91 2.66 0.46
F 0.28138 -3.38482 -0.40128 0.81 0.44 0.51
C 1.42443 -3.01666 0.23641 0.67 -1.93 -0.47
F 1.92724 -4.09929 0.88350 -0.51 1.18 -1.05
F 2.31032 -2.70357 -0.75275 -0.72 0.14 0.98
C 1.13839 -1.86866 1.24203 -0.86 2.15 -1.14
O 0.54720 -0.77221 0.56293 -0.32 0.73 -0.38
C 0.15227 -2.43240 2.30207 -0.54 -1.37 1.47
F 0.67050 -3.54307 2.88662 -0.84 1.35 -0.48
F -0.16110 -1.56773 3.30980 0.50 -0.44 -1.04
F -1.03252 -2.76103 1.72158 0.92 0.37 0.32
C 2.42083 -1.29080 1.87194 1.79 -0.45 1.23
F 3.06433 -2.26691 2.55304 -0.43 0.97 -0.54
F 3.28556 -0.78404 0.95156 -0.95 -0.50 0.42
F 2.17563 -0.26912 2.73663 -0.22 -0.84 -0.76
```
Positions in Å, forces in eV/Å.

These are the Löwdin partial charges, in e, on atoms 1 to 4: I 0.069; I 0.022; Eu 1.576; P 0.595